(1)
{
  "formula": "C8H6S",
  "method": "wB97M-V/def2-TZVPD",
  "elements": ["C", "C", "C", "S", "C", "C", "C", "C", "C", "H", "H", "H", "H", "H", "H"],
  "xyz": [[-0.6653, 1.4452, 0.3351], [-1.9560, 1.1592, 0.5016], [-2.1692, 0.1285, -0.5099], [-1.3701, -1.5008, 0.2957], [0.2703, -0.9274, 0.3729], [1.4708, -1.4462, 0.0839], [2.4171, -0.3563, -0.0862], [1.7843, 0.8213, 0.0628], [0.3967, 0.6393, 0.2772], [-2.7953, 1.3578, 1.1016], [-3.1728, -0.3141, -0.8625], [-1.5084, 0.1253, -1.4239], [1.6139, -2.5558, 0.0425], [3.5180, -0.3238, -0.2567], [2.1661, 1.7479, 0.0658]],
  "lowdin_charge": [0.0550, -0.1142, -0.3724, 0.8854, -0.5309, -0.1106, -0.0788, -0.0902, -0.2445, 0.1012, 0.0941, 0.0971, 0.1212, 0.1163, 0.0714],
  "e_homo_ha": [-0.2850, -0.2850],
  "orbital_gap_ev": [7.147, 7.147],
  "lumo_energy_ev": [-0.6, -0.6],
  "e_above_lowest_kj_mol": 144.65,
  "smiles": "C1=CCSC2=CC=CC=12"
}

=====

(2)
{
  "formula": "C4H8N2",
  "method": "wB97M-V/def2-TZVPD",
  "elements": ["C", "C", "N", "C", "C", "N", "H", "H", "H", "H", "H", "H", "H", "H"],
  "xyz": [[-0.2998, 1.4369, -1.4565], [0.1173, 0.1283, -0.7695], [0.3588, 0.3652, 0.6517], [0.6224, -0.8385, 1.4141], [-0.4504, -1.8656, 1.3355], [-1.3099, -2.6338, 1.2331], [0.5423, 2.0408, -1.8225], [-0.8184, 2.0882, -0.7463], [-1.0099, 1.2127, -2.2494], [-0.6740, -0.6345, -0.9227], [1.0259, -0.2883, -1.2223], [-0.4259, 0.8757, 1.0326], [0.7743, -0.5727, 2.4624], [1.5473, -1.3144, 1.0598]],
  "lowdin_charge": [-0.0878, -0.2936, -0.0927, -0.2240, -0.2128, 0.1350, 0.0744, 0.0661, 0.0676, 0.1046, 0.1149, 0.1063, 0.1187, 0.1231],
  "e_homo_ha": -0.3573,
  "orbital_gap_ev": 10.675,
  "lumo_energy_ev": 1.0,
  "e_above_lowest_kj_mol": 57.59,
  "smiles": "CCNCC#N"
}

=====

(3)
{
  "formula": "C3H4S2",
  "method": "wB97M-V/def2-TZVPD",
  "elements": ["C", "C", "C", "S", "S", "H", "H", "H", "H"],
  "xyz": [[-0.9269, 1.0044, -0.0508], [0.9126, -0.7734, -0.0246], [-0.5214, -0.2855, 0.1608], [-2.5493, 1.4498, -0.1794], [2.5842, 0.0978, 0.4721], [-0.3641, 1.9183, -0.1978], [1.0594, -1.7831, 0.3405], [1.2380, -0.7555, -1.0531], [-1.4327, -0.8726, 0.5322]],
  "lowdin_charge": [-0.6831, -0.5263, -0.2001, 0.6457, 0.5382, 0.0358, 0.0432, 0.0328, 0.1138],
  "e_homo_ha": [-0.3251, -0.3327],
  "orbital_gap_ev": [6.768, 6.753],
  "lumo_energy_ev": [-2.1, -2.3],
  "e_above_lowest_kj_mol": 298.08
}

=====

(4)
{
  "formula": "C28H55Br3O3P",
  "method": "wB97M-V/def2-TZVPD",
  "elements": ["C", "C", "P", "O", "C", "C", "C", "C", "C", "C", "C", "C", "C", "C", "C", "C", "C", "C", "C", "C", "C", "C", "C", "C", "C", "C", "C", "O", "C", "C", "O", "H", "H", "H", "H", "H", "H", "H", "H", "H", "H", "H", "H", "H", "H", "H", "H", "H", "H", "H", "H", "H", "H", "H", "H", "H", "H", "H", "H", "H", "H", "H", "H", "H", "H", "H", "H", "H", "H", "H", "H", "H", "H", "H", "H", "H", "H", "H", "H", "H", "H", "H", "H", "H", "H", "C", "Br", "Br", "Br", "H"],
  "xyz": [[0.3583, -3.6616, 0.9456], [-0.5757, -3.3836, 1.9427], [-1.7574, -2.1114, 1.7429], [-1.1329, -1.0993, 0.6954], [-3.2930, -2.8033, 1.0423], [-3.0934, -3.4679, -0.3199], [-2.7771, -2.5023, -1.4833], [-3.5663, -1.2014, -1.4361], [-3.2728, -0.3051, -2.6562], [-2.1178, 0.6786, -2.3224], [-1.1317, 0.9081, -3.4694], [-0.5847, -0.3969, -4.1127], [0.9527, -0.4074, -4.0770], [1.5360, -0.6966, -2.6886], [1.1632, -2.0660, -2.1011], [2.2648, -3.1330, -2.2133], [3.5776, -2.7770, -1.4937], [4.8380, -3.0713, -2.3162], [4.8642, -2.3746, -3.6828], [-2.2322, -1.3819, 3.3178], [-1.1573, -0.5738, 4.0523], [-0.7316, 0.7266, 3.3644], [0.3671, 1.4099, 4.2057], [0.9328, 2.6651, 3.5257], [2.4263, 2.5511, 3.1148], [3.2958, 3.6685, 3.6908], [3.2187, 4.9779, 2.9207], [1.8575, 5.3823, 2.6980], [1.6058, 5.8052, 1.4178], [0.4554, 5.0910, 0.7575], [2.2413, 6.6979, 0.8937], [0.0834, -4.1760, 0.0242], [1.4158, -3.4160, 1.0483], [-0.5489, -4.0034, 2.8386], [-1.5121, -0.2114, 0.7606], [-4.0646, -2.0318, 1.0527], [-3.5961, -3.5533, 1.7792], [-2.3801, -4.2906, -0.2628], [-4.0487, -3.9359, -0.5682], [-3.1012, -3.0186, -2.3885], [-1.7003, -2.3415, -1.5358], [-3.3143, -0.6178, -0.5520], [-4.6327, -1.4266, -1.3425], [-3.0592, -0.9050, -3.5366], [-4.1753, 0.2829, -2.8188], [-1.5634, 0.3405, -1.4437], [-2.5790, 1.6291, -2.0752], [-1.5389, 1.5367, -4.2602], [-0.2693, 1.4380, -3.0593], [-0.8813, -0.3979, -5.1609], [-0.9753, -1.2917, -3.6327], [1.2748, 0.6023, -4.3474], [1.3677, -1.0501, -4.8565], [1.1383, 0.0703, -2.0167], [2.6143, -0.5591, -2.7247], [0.2861, -2.4777, -2.6023], [0.8806, -1.9401, -1.0488], [1.8684, -4.0484, -1.7645], [2.4101, -3.3505, -3.2716], [3.5820, -1.7469, -1.1347], [3.6557, -3.4097, -0.6038], [4.9684, -4.1447, -2.4530], [5.6841, -2.7175, -1.7237], [5.8754, -2.1598, -4.0212], [4.4072, -3.0103, -4.4406], [4.3100, -1.4375, -3.6497], [-3.1519, -0.8210, 3.1362], [-2.5153, -2.2308, 3.9483], [-1.5880, -0.2881, 5.0135], [-0.2642, -1.1549, 4.2835], [-0.3789, 0.5820, 2.3424], [-1.5663, 1.4339, 3.3608], [1.1444, 0.6561, 4.3508], [-0.0865, 1.6279, 5.1721], [0.8792, 3.4737, 4.2522], [0.3276, 2.9648, 2.6728], [2.7999, 1.5937, 3.4817], [2.5196, 2.5243, 2.0262], [4.3389, 3.3451, 3.6625], [3.0662, 3.8413, 4.7431], [3.7902, 4.9348, 1.9945], [3.6831, 5.7482, 3.5390], [-0.4438, 5.3331, 1.3259], [0.6385, 4.0191, 0.7897], [0.3284, 5.4381, -0.2613], [-4.7611, 3.2406, 0.0264], [-3.2734, 2.1051, 0.5282], [-5.0827, 3.1991, -1.8666], [-6.3381, 2.8049, 1.0311], [-4.4792, 4.2512, 0.2844]],
  "lowdin_charge": [0.0686, -0.2156, 0.8530, -0.1556, -0.2529, -0.2132, -0.2010, -0.2211, -0.1704, -0.2393, -0.1822, -0.1918, -0.2028, -0.1883, -0.2102, -0.1994, -0.2228, -0.2529, -0.1009, -0.2346, -0.2268, -0.2286, -0.1910, -0.1850, -0.1818, -0.1750, -0.1715, -0.0333, -0.5041, 0.0206, 0.1208, 0.0810, 0.0870, 0.1021, 0.0396, 0.0958, 0.1071, 0.1029, 0.1187, 0.1236, 0.0811, 0.0358, 0.1251, 0.1045, 0.0857, 0.0762, 0.0147, 0.1147, 0.0982, 0.1116, 0.0769, 0.1107, 0.1131, 0.1027, 0.0882, 0.0913, 0.0754, 0.0938, 0.1087, 0.1072, 0.0970, 0.1071, 0.1023, 0.0717, 0.0695, 0.0577, 0.1106, 0.1139, 0.1234, 0.1154, 0.0966, 0.1076, 0.1050, 0.1171, 0.1084, 0.0826, 0.0988, 0.1111, 0.1180, 0.1184, 0.1303, 0.1283, 0.0944, 0.0683, 0.0883, -1.5953, 0.6377, 0.6479, 0.6073, -0.0236],
  "e_homo_ha": -0.4444,
  "orbital_gap_ev": 7.242,
  "lumo_energy_ev": -4.8,
  "charge": 1
}

=====

(5)
{
  "formula": "C4H6INO",
  "method": "wB97M-V/def2-TZVPD",
  "elements": ["C", "C", "C", "C", "N", "O", "I", "H", "H", "H", "H", "H", "H"],
  "xyz": [[0.4025, -0.3521, 1.8040], [1.0031, 0.1634, 0.5924], [-1.6038, 0.7967, 0.4908], [1.5947, -1.4421, -0.8722], [-0.3950, 0.1287, 0.8390], [0.4344, -0.8639, 2.8726], [0.1361, -1.4374, -2.3766], [1.5981, 1.0295, 0.3841], [-1.5459, 1.8686, 0.7122], [-1.8014, 0.6651, -0.5724], [-2.4165, 0.3550, 1.0639], [1.5769, -2.3304, -0.2687], [2.5547, -1.1041, -1.2164]],
  "lowdin_charge": [-0.4525, 0.0046, -0.0425, -0.5878, -0.0346, 0.1200, 0.7037, 0.0994, 0.0923, 0.0590, 0.0956, -0.0244, -0.0329],
  "e_homo_ha": -0.3056,
  "orbital_gap_ev": 8.695,
  "lumo_energy_ev": 0.4,
  "e_above_lowest_kj_mol": 429.82
}

=====

(6)
{
  "formula": "C3H5NO3",
  "method": "wB97M-V/def2-TZVPD",
  "elements": ["C", "C", "C", "N", "O", "O", "O", "H", "H", "H", "H", "H"],
  "xyz": [[0.4559, -0.8231, -0.2611], [-1.8541, -0.1506, 0.3635], [-0.5288, 0.2669, -0.3133], [2.5901, 0.3222, 0.0485], [0.5175, -1.9906, -0.1807], [2.3116, 1.4996, -0.1944], [3.6783, -0.1986, 0.1833], [-1.5693, -0.9198, 1.1140], [-2.3118, 0.7798, 0.8134], [-2.6551, -0.6409, -0.2814], [-0.5345, 0.7689, -1.3966], [-0.0998, 1.0864, 0.1048]],
  "lowdin_charge": [-0.0911, -0.0732, -0.1995, -0.3060, 0.1999, -0.0553, 0.0003, 0.0839, 0.0963, 0.1000, 0.1922, 0.0524],
  "e_homo_ha": [-0.3210, -0.3025],
  "orbital_gap_ev": [8.196, 7.330],
  "lumo_energy_ev": [-0.5, -0.9],
  "e_above_lowest_kj_mol": 615.48
}

=====

(7)
{
  "formula": "CH2N2O",
  "method": "wB97M-V/def2-TZVPD",
  "elements": ["N", "C", "N", "O", "H", "H"],
  "xyz": [[-0.9850, -0.4422, -1.0930], [-0.2385, -0.3030, -0.2929], [0.9695, 0.0260, -0.0034], [1.1636, 1.2616, 0.9956], [-1.4806, -1.1882, -0.7708], [0.5709, 0.6459, 1.1644]],
  "lowdin_charge": [0.2521, -0.3221, 0.1123, 0.0024, 0.0728, -0.1176],
  "e_homo_ha": -0.3798,
  "orbital_gap_ev": 10.266,
  "lumo_energy_ev": -0.1,
  "e_above_lowest_kj_mol": 658.27,
  "smiles": "N=C=NO"
}

=====

(8)
{
  "formula": "C14H36NO10PSSi2",
  "method": "wB97M-V/def2-TZVPD",
  "elements": ["C", "C", "O", "C", "Si", "O", "Si", "C", "C", "C", "C", "O", "O", "C", "O", "N", "O", "P", "O", "O", "S", "H", "H", "H", "H", "H", "H", "H", "H", "H", "H", "H", "H", "H", "H", "H", "H", "H", "H", "H", "H", "C", "C", "C", "O", "H", "H", "H", "H", "H", "H", "H", "H", "C", "C", "C", "O", "H", "H", "H", "H", "H", "H", "H", "H"],
  "xyz": [[4.0396, -5.9099, 2.3639], [3.5813, -4.3287, 2.1123], [3.3695, -4.1814, 0.6636], [2.2528, -3.2182, 0.3872], [2.9379, -1.4698, 0.8100], [1.9489, -0.1257, 0.2613], [0.3671, -0.0980, 1.0240], [-0.7737, -1.5933, 0.5869], [-2.3179, -1.1275, 1.0310], [-2.9935, -2.3772, 1.8599], [-3.7443, -3.4425, 0.8134], [-4.0232, -3.1230, -0.4638], [-4.1809, -4.7774, 1.2780], [0.3817, 0.0933, 2.9392], [1.6523, 0.5600, 3.5150], [1.4641, 1.7578, 4.1549], [2.0240, 1.5597, 5.2473], [4.9064, -1.2348, -0.2319], [4.6226, -0.8265, -1.9361], [5.8664, -2.6878, -0.2139], [5.9748, 0.2357, 0.5021], [4.6924, -5.8959, 3.3470], [4.6714, -6.3214, 1.4584], [3.1012, -6.5719, 2.5901], [4.4441, -3.6748, 2.5580], [2.6275, -4.1495, 2.7712], [1.3675, -3.5756, 1.0864], [1.8511, -3.2981, -0.7185], [3.2371, -1.2641, 2.2398], [-0.3247, 1.1055, 0.4944], [-0.7415, -1.8916, -0.5685], [-0.5618, -2.5693, 1.2122], [-2.1872, -0.2439, 1.8188], [-2.9188, -0.8029, 0.0711], [-3.8367, -1.9717, 2.5982], [-2.2280, -2.9532, 2.5657], [-3.9954, -4.7653, 2.2794], [-0.0355, -0.9037, 3.4224], [-0.4282, 0.9280, 3.2069], [4.9448, 0.1285, -2.0511], [6.5054, -2.7138, 0.5659], [-0.6630, 5.6780, -1.8880], [-0.9193, 4.5673, -0.8820], [-0.2707, 4.8731, 0.4587], [-0.3991, 3.3412, -1.3895], [0.4102, 5.7986, -2.0736], [-1.1251, 5.4386, -2.8517], [-1.0657, 6.6321, -1.5337], [-1.9983, 4.4345, -0.7471], [0.8165, 4.9652, 0.3562], [-0.4530, 4.0596, 1.1689], [-0.6615, 5.8031, 0.8832], [0.5587, 3.4497, -1.5124], [-2.3047, 1.9635, -3.5792], [-3.7068, 2.5421, -3.4754], [-4.5635, 2.1359, -4.6639], [-3.6276, 3.9639, -3.4143], [-1.7956, 2.3287, -4.4782], [-1.6958, 2.2741, -2.7234], [-2.3305, 0.8698, -3.6122], [-4.1785, 2.2000, -2.5477], [-4.1344, 2.5073, -5.6014], [-5.5659, 2.5696, -4.5820], [-4.6569, 1.0474, -4.7295], [-3.2100, 4.2765, -4.2340]],
  "lowdin_charge": [-0.0940, -0.2821, -0.2796, -0.2788, 0.4920, -0.4073, 0.5665, -0.2825, -0.2260, -0.1244, -0.2669, -0.0314, -0.0041, -0.2650, -0.2254, -0.0033, 0.0240, 0.2536, -0.3330, -0.3224, 0.1961, 0.0812, 0.0939, 0.0776, 0.1170, 0.1242, 0.0890, 0.1272, 0.0166, 0.0194, 0.1148, 0.0634, 0.0966, 0.1315, 0.1341, 0.1242, 0.1218, 0.1139, 0.1116, 0.0628, 0.0813, -0.0580, -0.4962, -0.0627, -0.0922, 0.0826, 0.0695, 0.0836, 0.1408, 0.0832, 0.0706, 0.0817, 0.1015, -0.0603, -0.5000, -0.0696, -0.0667, 0.0855, 0.0499, 0.0805, 0.1386, 0.0803, 0.0787, 0.0804, 0.0903],
  "e_homo_ha": -0.3309,
  "orbital_gap_ev": 8.328,
  "lumo_energy_ev": -0.7,
  "e_above_lowest_kj_mol": 331.20
}

=====

(9)
{
  "formula": "C4H7NO2",
  "method": "wB97M-V/def2-TZVPD",
  "elements": ["H", "N", "C", "C", "O", "C", "C", "O", "H", "H", "H", "H", "H", "H"],
  "xyz": [[-0.4273, -1.0767, -0.6945], [-0.8218, -0.2085, -1.0129], [-0.2403, 0.7813, -0.4791], [0.3000, 1.4447, -1.7798], [0.3902, 0.7617, 0.7564], [0.5453, -0.5510, 1.3216], [-0.7804, -1.2230, 1.6593], [-0.9437, -2.4175, 1.6189], [1.1591, 2.0289, -1.5136], [0.6322, 0.6424, -2.4776], [-0.4839, 1.9845, -2.3092], [1.1359, -1.2131, 0.6715], [1.1095, -0.4304, 2.2555], [-1.5747, -0.5231, 1.9837]],
  "lowdin_charge": [0.0535, 0.1323, -0.4004, -0.0296, -0.0465, -0.1489, -0.2553, 0.0582, 0.0599, 0.0863, 0.0789, 0.1367, 0.1398, 0.1352],
  "e_homo_ha": -0.3403,
  "orbital_gap_ev": 9.880,
  "lumo_energy_ev": 0.6,
  "e_above_lowest_kj_mol": 363.99,
  "smiles": "[H]/N=C(/C)OCC=O"
}

=====

(10)
{
  "formula": "H2N2O",
  "method": "wB97M-V/def2-TZVPD",
  "elements": ["N", "N", "O", "H", "H"],
  "xyz": [[-0.8320, 0.4894, -0.0118], [0.4850, 0.0395, 0.0178], [-1.6412, -0.3886, 0.0358], [0.8095, -0.8006, -0.2649], [1.1788, 0.6604, 0.2230]],
  "lowdin_spin": [0.8976, 0.2395, 0.8384, 0.0183, 0.0061],
  "spin_multiplicity": 3,
  "s2": 2.0073,
  "e_homo_ha": [-0.2715, -0.3834],
  "orbital_gap_ev": [8.682, 8.926],
  "lumo_energy_ev": [1.3, -1.5],
  "e_above_lowest_kj_mol": 0.00
}

=====

(11)
{
  "formula": "C3H7NO3",
  "method": "wB97M-V/def2-TZVPD",
  "elements": ["C", "N", "C", "C", "O", "O", "H", "H", "H", "H", "H", "H", "H", "O"],
  "xyz": [[-1.0592, 0.8492, 0.6165], [0.3497, 0.4933, 0.5825], [0.8814, 0.4765, -0.7981], [-0.1129, -0.2635, -1.7033], [-0.8794, -1.2144, -1.4843], [-1.3936, 1.9212, -0.1014], [-1.2341, 0.9853, 1.7080], [0.5182, -0.4712, 1.0241], [1.1711, 1.4962, -1.0744], [1.0986, -0.6068, -1.1921], [0.2095, -0.1947, -2.7625], [1.2710, -2.1257, 2.4171], [-1.6604, -0.0844, 0.4426], [0.8400, -1.2610, 2.3252]],
  "lowdin_spin": [0.1315, 0.1129, 0.0218, 0.0063, 0.0093, 0.5666, 0.0638, 0.0005, 0.0003, 0.0007, 0.0032, -0.0001, 0.0824, 0.0008],
  "spin_multiplicity": 2,
  "s2": 0.7575,
  "e_homo_ha": [-0.1256, -0.1247],
  "orbital_gap_ev": [7.225, 5.570],
  "lumo_energy_ev": [3.8, 2.2],
  "charge": -1,
  "e_above_lowest_kj_mol": 516.95
}

=====

(12)
{
  "formula": "C4H4N2",
  "method": "wB97M-V/def2-TZVPD",
  "elements": ["C", "C", "C", "N", "C", "N", "H", "H", "H", "H"],
  "xyz": [[-1.2342, 1.9176, 0.4613], [-0.7063, 0.8557, 0.2791], [-0.0715, -0.4161, -0.0097], [0.9678, -0.7899, 0.8675], [0.4892, -0.2273, -1.5526], [0.0439, -1.1228, -2.1559], [-1.6888, 2.8653, 0.6305], [-0.8297, -1.2149, -0.0087], [1.7365, -0.1345, 0.8062], [1.2931, -1.7330, 0.6823]],
  "lowdin_charge": [0.1380, -0.1216, -0.4263, 0.0508, -0.1368, 0.1357, 0.0329, 0.1373, 0.0942, 0.0957],
  "e_homo_ha": -0.3808,
  "orbital_gap_ev": 10.077,
  "lumo_energy_ev": -0.3,
  "e_above_lowest_kj_mol": 379.42,
  "smiles": "C#C[C@H](N)C#N"
}

=====

Number 4 is which compound?
C28H55Br3O3P